HNO2S | the ωB97M-V functional and the def2-TZVPD basis

As for the energy above the lowest of the compared OMol25 structures with the same formula, charge and spin: 304.4 kJ/mol. The value obtained for the molar mass is 79.08 Da. The total energy comes out at -16431.4464 eV. Its SMILES is N#S(=O)O. As for the spin multiplicity: 1.

Geometry as XYZ:
```
5
HNO2S (the ωB97M-V functional and the def2-TZVPD basis)
N -1.949 0.810 0.268
S -0.644 0.132 0.021
O -0.508 -1.301 -0.004
O 1.295 0.489 -0.394
H 1.806 -0.130 0.110
```

---

CH4N2O | the ωB97M-V functional and the def2-TZVPD basis

As for the energy above the lowest of the compared OMol25 structures with the same formula, charge and spin: 0.0 kJ/mol. The value obtained for the molar mass is 60.06 Da. The total energy comes out at -6120.4954 eV. As for the spin multiplicity: 2. Its net charge is +1.

Geometry as XYZ:
```
8
CH4N2O (the ωB97M-V functional and the def2-TZVPD basis)
N -1.278 -0.259 0.170
C 0.080 0.039 0.044
N 0.665 -0.302 -1.090
O 0.609 0.658 0.975
H -1.556 0.005 1.103
H -1.620 -1.136 -0.189
H 0.265 -0.896 -1.789
H 1.669 -0.323 -1.135
```

---

C46H53N14O3Se2TeY | the ωB97M-V functional and the def2-TZVPD basis

As for the energy above the lowest of the compared OMol25 structures with the same formula, charge and spin: 53.9 kJ/mol. The value obtained for the molar mass is 1224.45 Da. The total energy comes out at -214589.3854 eV. As for the spin multiplicity: 2. Its net charge is +1.

Geometry as XYZ:
```
120
C46H53N14O3Se2TeY (the ωB97M-V functional and the def2-TZVPD basis)
Y 2.104 1.978 -0.452
N 4.530 3.700 -0.153
N 4.943 4.644 -1.114
C 4.423 4.472 -2.385
N 4.978 5.238 -3.338
N 3.464 3.597 -2.501
N 2.852 3.448 -3.740
O 3.154 4.057 -4.777
O 2.595 2.070 -3.967
H 4.591 4.117 0.765
H 5.086 2.852 -0.192
H 5.930 4.865 -1.113
H 5.579 5.999 -3.073
H 4.556 5.214 -4.254
Se 0.197 5.730 1.572
Se 1.904 5.218 0.122
C 0.743 4.780 -1.347
C 0.365 5.730 -2.280
C -0.544 5.353 -3.254
C -1.036 4.057 -3.253
C -0.572 3.169 -2.301
N 0.310 3.523 -1.356
C -0.017 4.096 2.566
C -0.752 4.275 3.736
C -0.950 3.193 4.569
C -0.389 1.978 4.204
C 0.313 1.903 3.017
N 0.500 2.937 2.181
H 0.768 6.732 -2.232
H -0.866 6.063 -4.005
H -1.750 3.725 -3.992
H -0.889 2.132 -2.304
H -1.138 5.254 3.990
H -1.514 3.300 5.486
H -0.493 1.094 4.819
H 0.742 0.961 2.704
N 1.715 0.033 0.991
C 1.415 -1.082 1.128
N 1.083 -2.324 1.262
C 0.927 -2.897 2.611
C 1.689 -4.211 2.725
C 1.501 -5.102 1.478
C 0.424 -4.555 0.542
C 0.799 -3.161 0.070
H -0.142 -3.038 2.797
H 1.292 -2.159 3.326
H 1.331 -4.716 3.625
H 2.750 -4.005 2.872
H 1.257 -6.123 1.774
H 2.440 -5.140 0.927
H -0.553 -4.534 1.032
H 0.322 -5.194 -0.336
H 0.003 -2.690 -0.507
H 1.704 -3.205 -0.534
N 3.423 2.183 1.814
C 3.600 1.498 2.720
C 3.705 0.633 3.855
C 4.243 -0.643 3.686
C 4.275 -1.504 4.771
C 3.780 -1.091 6.001
C 3.249 0.183 6.162
C 3.206 1.055 5.088
H 4.629 -0.939 2.719
H 4.692 -2.495 4.655
H 3.812 -1.767 6.846
H 2.872 0.497 7.125
H 2.790 2.048 5.192
C 1.738 -0.630 -3.738
C 1.573 0.426 -2.702
O 1.077 0.187 -1.529
N 1.942 1.664 -2.808
Te -1.945 -0.811 -2.318
C -3.854 -1.461 -2.987
C -3.958 -2.576 -3.825
C -2.782 -3.378 -4.323
C -5.227 -3.009 -4.209
C -6.382 -2.372 -3.789
C -7.742 -2.853 -4.213
C -6.250 -1.255 -2.972
C -5.010 -0.780 -2.569
C -4.958 0.450 -1.704
C -2.250 -1.211 -0.255
C -2.575 -2.507 0.178
C -2.781 -3.653 -0.773
C -2.722 -2.742 1.541
C -2.569 -1.734 2.485
C -2.759 -2.016 3.950
C -2.264 -0.459 2.032
C -2.107 -0.177 0.677
C -1.838 1.243 0.265
H 1.432 -0.259 -4.716
H 1.152 -1.503 -3.461
H 2.793 -0.905 -3.804
H -1.855 -2.812 -4.344
H -2.978 -3.744 -5.331
H -2.618 -4.252 -3.686
H -5.305 -3.874 -4.860
H -7.672 -3.759 -4.813
H -8.254 -2.094 -4.807
H -8.368 -3.065 -3.346
H -7.142 -0.730 -2.645
H -5.949 0.893 -1.617
H -4.283 1.195 -2.128
H -4.601 0.219 -0.697
H -2.002 -3.684 -1.539
H -3.733 -3.553 -1.298
H -2.788 -4.602 -0.239
H -2.972 -3.745 1.873
H -2.206 -2.905 4.259
H -3.811 -2.196 4.179
H -2.426 -1.177 4.560
H -2.169 0.350 2.748
H -1.852 1.910 1.126
H -2.588 1.582 -0.453
H -0.866 1.335 -0.223
N 4.181 0.868 -0.785
C 4.606 -0.104 -0.281
N 5.136 -1.077 0.346
C 4.620 -2.292 0.350
N 4.214 -3.372 0.454
```

---

C8H23NO5 | the ωB97M-V functional and the def2-TZVPD basis

As for the energy above the lowest of the compared OMol25 structures with the same formula, charge and spin: 0.0 kJ/mol. The value obtained for the molar mass is 213.27 Da. The total energy comes out at -20395.1719 eV. Its SMILES is COCCNCCOC.OCCO.O. As for the spin multiplicity: 1.

Geometry as XYZ:
```
37
C8H23NO5 (the ωB97M-V functional and the def2-TZVPD basis)
C -2.485 -0.634 -1.665
O -1.202 -1.025 -2.129
C -0.769 -0.213 -3.185
C 0.623 -0.600 -3.553
N 1.625 -0.432 -2.525
C 1.848 0.972 -2.168
C 3.024 1.096 -1.214
O 2.576 0.661 0.045
C 3.597 0.684 1.020
H -3.205 -0.682 -2.487
H -2.461 0.385 -1.270
H -2.753 -1.349 -0.896
H -0.840 0.855 -2.935
H -1.407 -0.377 -4.074
H 0.916 -0.032 -4.444
H 0.657 -1.642 -3.885
H 1.291 -0.919 -1.697
H 0.978 1.408 -1.631
H 2.012 1.606 -3.039
H 3.386 2.131 -1.162
H 3.830 0.438 -1.573
H 3.984 1.705 1.175
H 4.450 0.054 0.725
H 3.192 0.315 1.956
O -2.467 -0.075 5.818
C -2.933 -0.008 4.485
C -1.874 -0.506 3.550
O -2.300 -0.335 2.213
H -2.510 -0.991 6.106
H -3.867 -0.578 4.382
H -3.188 1.033 4.297
H -1.646 -1.557 3.774
H -0.964 0.080 3.744
H -1.500 -0.382 1.662
O -0.019 -0.498 0.521
H 0.863 -0.111 0.414
H -0.462 -0.476 -0.353
```

---

C33H62O33 | the ωB97M-V functional and the def2-TZVPD basis

As for the energy above the lowest of the compared OMol25 structures with the same formula, charge and spin: 0.0 kJ/mol. The value obtained for the molar mass is 986.83 Da. The total energy comes out at -102792.8977 eV. Its SMILES is COC(=O)OC.COC(=O)OC.COC(=O)OC.COC(=O)OC.COC(=O)OC.COC(=O)OC.COC(=O)OC.COC(=O)OC.COC(=O)OC.O=C1OCCO1.O=C1OCCO1. As for the spin multiplicity: 1.

Geometry as XYZ:
```
128
C33H62O33 (the ωB97M-V functional and the def2-TZVPD basis)
C -1.814 0.683 0.546
O -1.171 -0.068 -0.536
C 0.090 -0.305 -0.300
O 0.707 0.047 0.655
O 0.564 -1.015 -1.283
C 1.922 -1.284 -1.159
H -1.306 1.621 0.693
H -1.686 0.095 1.457
H -2.846 0.782 0.274
H 2.344 -1.840 -1.990
H 2.145 -1.979 -0.341
H 2.517 -0.390 -0.995
C -2.798 -2.368 3.136
O -2.763 -1.158 3.774
C -3.664 -0.992 4.711
O -4.321 -1.865 5.191
O -3.707 0.310 5.014
C -4.723 0.767 5.955
H -2.763 -3.220 3.815
H -1.935 -2.392 2.477
H -3.712 -2.448 2.535
H -5.451 1.389 5.412
H -4.255 1.455 6.659
H -5.234 -0.057 6.435
C 0.935 -3.368 1.541
O 2.200 -4.031 1.578
C 3.149 -3.391 2.192
O 3.007 -2.491 2.863
O 4.286 -3.973 1.908
C 5.461 -3.317 2.350
H 0.445 -3.740 0.642
H 1.042 -2.288 1.532
H 0.298 -3.672 2.378
H 5.274 -2.284 2.639
H 6.193 -3.322 1.544
H 5.894 -3.864 3.194
C 4.885 1.920 -1.072
O 4.420 1.563 -2.317
C 3.121 1.696 -2.441
O 2.416 2.117 -1.610
O 2.791 1.228 -3.627
C 1.368 1.043 -4.032
H 5.961 1.858 -1.080
H 4.466 1.355 -0.245
H 4.664 2.977 -0.862
H 1.345 0.035 -4.452
H 1.084 1.734 -4.829
H 0.701 1.170 -3.185
C -4.205 -0.524 -3.085
O -3.111 0.083 -3.803
C -2.462 -0.662 -4.677
O -2.674 -1.766 -4.997
O -1.520 0.080 -5.179
C -0.968 -0.363 -6.428
H -5.134 -0.350 -3.636
H -4.303 -0.015 -2.135
H -4.066 -1.588 -2.947
H -0.072 0.233 -6.580
H -1.666 -0.159 -7.236
H -0.670 -1.406 -6.381
C -1.088 -4.242 6.539
O -0.124 -3.725 5.604
C -0.255 -2.427 5.326
O -1.018 -1.675 5.892
O 0.604 -2.122 4.328
C 0.546 -0.813 3.859
H -0.980 -3.793 7.522
H -0.880 -5.313 6.641
H -2.107 -4.177 6.154
H 1.245 -0.743 3.034
H 0.827 -0.062 4.599
H -0.449 -0.551 3.498
C -3.128 2.821 3.126
O -4.266 3.738 3.071
C -5.263 3.342 2.382
O -5.320 2.360 1.779
O -6.231 4.261 2.459
C -7.475 3.873 1.915
H -2.298 3.216 2.532
H -3.349 1.809 2.794
H -2.778 2.781 4.155
H -7.829 2.937 2.360
H -7.407 3.708 0.839
H -8.187 4.653 2.143
C 5.062 -2.673 -3.841
O 5.819 -1.621 -3.214
C 5.783 -1.592 -1.885
O 5.049 -2.209 -1.197
O 6.728 -0.768 -1.442
C 6.834 -0.556 -0.055
H 4.001 -2.553 -3.657
H 5.413 -3.640 -3.483
H 5.276 -2.588 -4.897
H 7.379 0.374 0.032
H 7.403 -1.356 0.422
H 5.845 -0.515 0.400
C -2.724 3.326 -4.385
O -1.464 3.849 -4.134
C -1.331 4.508 -3.005
O -2.097 4.515 -2.142
O -0.195 5.200 -2.940
C 0.683 5.158 -4.014
H -3.379 4.140 -4.675
H -3.087 2.805 -3.507
H -2.636 2.616 -5.194
H 1.511 5.792 -3.720
H 0.186 5.504 -4.910
H 1.091 4.161 -4.140
O 1.994 -2.830 -5.185
C 1.103 -3.317 -4.570
O 1.120 -3.511 -3.228
C -0.259 -3.788 -2.789
C -0.855 -4.397 -4.066
O -0.115 -3.726 -5.097
H -0.152 -4.454 -1.936
H -0.745 -2.848 -2.515
H -1.927 -4.229 -4.136
H -0.742 -5.482 -4.147
O -0.618 4.631 4.454
C 0.062 4.297 3.584
O 0.810 5.128 2.785
C 1.774 4.313 2.112
C 1.010 3.038 1.977
O 0.270 3.012 3.229
H 2.056 4.760 1.168
H 2.654 4.200 2.747
H 1.602 2.136 1.858
H 0.328 3.049 1.128
```

---

C3H8N3S | the ωB97M-V functional and the def2-TZVPD basis

As for the energy above the lowest of the compared OMol25 structures with the same formula, charge and spin: 207.3 kJ/mol. The value obtained for the molar mass is 118.18 Da. The total energy comes out at -18537.3574 eV. As for the spin multiplicity: 1. Its net charge is +1.

Geometry as XYZ:
```
15
C3H8N3S (the ωB97M-V functional and the def2-TZVPD basis)
C 1.360 -0.669 0.069
C 0.559 1.939 -0.005
C -0.908 0.160 -0.385
N 0.057 -0.821 -0.072
N 2.218 -1.677 0.061
N -2.065 0.079 0.341
S 2.002 0.951 0.017
H 0.451 2.675 -0.776
H 0.337 2.566 0.976
H -0.919 0.320 -1.420
H -0.305 -1.692 0.008
H 1.883 -2.658 0.475
H 3.169 -1.532 0.281
H -2.139 -0.520 1.252
H -2.995 0.445 0.126
```

---

C54H87Br2N4O23PS2 | the ωB97M-V functional and the def2-TZVPD basis

As for the energy above the lowest of the compared OMol25 structures with the same formula, charge and spin: 950.6 kJ/mol. The value obtained for the molar mass is 1415.21 Da. The total energy comes out at -281486.2910 eV. Its SMILES is CC(C)=CCC[C@@H](C)CC[PH](CCCCCCCSc1nnco1)(CCSc1nnco1)[C@@H](Br)[C@@H](C)Br.C[C@@H]1COC(=O)O1.C[C@@H]1COC(=O)O1.C[C@@H]1COC(=O)O1.C[C@@H]1COC(=O)O1.C[C@@H]1COC(=O)O1.C[C@@H]1COC(=O)O1.C[C@@H]1COC(=O)O1. As for the spin multiplicity: 1.

Geometry as XYZ:
```
173
C54H87Br2N4O23PS2 (the ωB97M-V functional and the def2-TZVPD basis)
C -0.832 0.099 5.779
C -0.012 1.468 5.383
C 1.638 1.392 5.411
C -0.635 2.767 4.959
C -2.114 2.683 4.259
C -2.236 3.405 2.793
C -1.099 2.914 1.693
C -0.965 1.290 1.537
C -1.521 3.691 0.272
C -0.248 3.973 -0.719
P 0.505 2.363 -1.514
C 1.343 2.641 -3.211
C 2.151 1.355 -3.820
C 3.644 1.774 -4.399
C 4.451 0.495 -5.101
C 4.253 -0.866 -4.210
C 5.584 -1.854 -4.174
C 5.063 -3.243 -3.400
S 5.815 -3.403 -1.652
C 7.045 -4.835 -1.868
N 6.416 -6.108 -2.414
N 7.487 -6.988 -2.509
C 8.772 -6.297 -2.058
O 8.496 -4.888 -1.623
C 2.114 2.784 -0.541
C 3.265 1.573 -0.635
S 4.307 1.680 0.923
C 5.597 3.045 0.568
N 5.820 3.852 -0.694
N 6.908 4.695 -0.412
C 7.447 4.548 1.009
O 6.581 3.489 1.606
C -1.159 1.815 -2.257
Br -2.171 3.212 -3.254
C -1.071 0.493 -3.256
C -0.547 -0.875 -2.488
Br -3.010 0.100 -3.759
H -1.857 0.333 6.344
H -1.162 -0.525 4.816
H -0.207 -0.636 6.449
H 2.047 2.481 5.280
H 1.958 0.974 6.463
H 1.954 0.662 4.527
H -0.122 3.828 5.146
H -2.927 3.209 4.957
H -2.521 1.571 4.117
H -3.289 3.254 2.282
H -2.084 4.570 2.945
H -0.087 3.449 2.032
H -1.214 0.684 2.535
H 0.192 1.069 1.343
H -1.629 0.808 0.703
H -2.464 3.221 -0.241
H -1.879 4.770 0.643
H 0.588 4.467 -0.021
H -0.449 4.820 -1.537
H 0.532 1.073 -0.809
H 0.643 3.046 -4.056
H 2.161 3.492 -3.035
H 1.583 0.870 -4.751
H 2.175 0.533 -2.983
H 4.311 2.353 -3.633
H 3.428 2.528 -5.299
H 3.966 0.282 -6.171
H 5.601 0.732 -5.240
H 3.382 -1.532 -4.672
H 4.023 -0.619 -3.065
H 6.496 -1.351 -3.628
H 5.892 -2.175 -5.260
H 3.888 -3.245 -3.272
H 5.382 -4.134 -4.088
H 9.880 -6.672 -2.014
H 1.844 2.815 0.622
H 2.548 3.842 -0.794
H 3.963 1.890 -1.531
H 2.774 0.529 -0.835
H 8.355 5.114 1.534
H -1.865 1.458 -1.363
H -0.537 0.709 -4.275
H 0.567 -0.726 -2.143
H -0.664 -1.856 -3.141
H -1.190 -0.938 -1.484
C -1.511 -3.983 6.173
C -2.732 -3.449 5.451
C -3.703 -4.521 5.054
O -4.317 -3.974 3.902
C -3.404 -3.122 3.346
O -3.501 -2.641 2.229
O -2.366 -2.886 4.202
H -0.872 -3.155 6.498
H -1.792 -4.571 7.052
H -0.901 -4.605 5.509
H -3.218 -2.670 6.050
H -4.446 -4.715 5.833
H -3.223 -5.466 4.778
C 1.653 2.010 -9.782
C 1.466 0.613 -9.225
C 0.027 0.223 -9.073
O 0.064 -0.693 -7.994
C 1.147 -0.351 -7.235
O 1.367 -0.780 -6.114
O 1.949 0.538 -7.894
H 2.718 2.216 -9.935
H 1.135 2.132 -10.738
H 1.288 2.767 -9.079
H 2.017 -0.116 -9.831
H -0.370 -0.257 -9.973
H -0.627 1.058 -8.798
C -6.531 -1.860 1.260
C -6.761 -0.415 0.861
C -7.160 -0.252 -0.574
O -6.667 1.037 -0.890
C -5.603 1.256 -0.062
O -4.801 2.166 -0.196
O -5.552 0.320 0.932
H -6.310 -1.925 2.330
H -7.408 -2.478 1.048
H -5.664 -2.279 0.737
H -7.488 0.054 1.535
H -8.245 -0.295 -0.711
H -6.689 -0.979 -1.245
C 8.238 6.861 -3.170
C 7.017 7.394 -3.893
C 6.047 6.323 -4.289
O 5.433 6.870 -5.442
C 6.346 7.722 -5.998
O 6.248 8.203 -7.115
O 7.383 7.958 -5.141
H 8.877 7.689 -2.846
H 7.958 6.273 -2.291
H 8.849 6.239 -3.835
H 6.531 8.174 -3.294
H 5.303 6.129 -3.511
H 6.527 5.378 -4.566
C -4.007 -9.745 4.209
C -2.750 -9.525 5.027
C -2.862 -10.028 6.434
O -1.980 -9.175 7.141
C -1.937 -8.001 6.444
O -1.454 -6.964 6.868
O -2.511 -8.139 5.212
H -3.846 -9.421 3.175
H -4.300 -10.799 4.202
H -4.839 -9.146 4.596
H -1.882 -9.957 4.514
H -2.547 -11.071 6.528
H -3.866 -9.920 6.859
C -1.412 6.151 9.570
C -1.317 4.639 9.511
C -0.674 4.134 8.255
O -1.274 2.863 8.088
C -2.500 2.932 8.688
O -3.381 2.100 8.555
O -2.610 4.060 9.452
H -1.826 6.466 10.534
H -0.432 6.619 9.443
H -2.092 6.533 8.800
H -0.809 4.255 10.404
H 0.411 4.038 8.354
H -0.898 4.743 7.372
C -6.138 -5.534 -4.838
C -6.907 -4.957 -3.666
C -7.408 -3.566 -3.912
O -7.445 -3.013 -2.609
C -6.498 -3.678 -1.881
O -6.099 -3.325 -0.784
O -6.054 -4.786 -2.546
H -5.855 -6.571 -4.631
H -6.732 -5.512 -5.756
H -5.204 -4.985 -5.005
H -7.722 -5.632 -3.377
H -8.404 -3.558 -4.363
H -6.734 -2.960 -4.528
```